ORCA calculation (wB97M-V/def2-TZVPD) on a structure of composition C46H45BiIN2PS8.

Computed properties:
**Frontier orbital gap**: 5.7 eV
**Charge**: 0
**HOMO energy**: -6.215 eV

The geometry in XYZ format:
```
104
Properties=species:S:1:pos:R:3:lowdin_charge:R:1
Bi 1.1123 0.0807 1.9108 1.322
I 0.5229 3.0897 -0.0763 0.945
S -0.1129 -4.1309 -1.5417 0.606
S 3.4514 1.3035 1.2410 0.317
S -2.1393 -3.7988 -1.1583 0.620
S 2.1611 -1.5092 4.7907 0.804
S -0.0834 -4.7901 -4.6557 0.929
S -1.3064 -4.4229 -7.2638 0.703
S 3.6740 -2.1730 1.8256 0.757
S -3.4685 -4.2127 -3.9830 0.955
P -0.1256 0.1929 -2.3521 1.096
N 1.2604 1.4835 3.4679 -0.235
N -1.0313 0.4719 2.6425 -0.208
C -1.6450 -2.5033 -5.3300 -0.371
C -4.5972 -1.6953 2.1080 -0.083
C 3.2926 -1.6102 -3.7285 -0.078
C -1.1389 -0.9200 -3.4514 -0.384
C 0.0993 1.9161 4.0644 -0.353
C 2.0622 -1.3830 -3.1298 -0.124
C -0.5441 1.6859 -3.3815 -0.312
C -2.2294 -0.2510 2.4302 -0.211
C -2.8991 1.3030 0.5405 -0.218
C 4.0585 -0.5431 -4.1736 -0.088
C 3.3150 1.0744 4.8139 -0.210
C 2.3961 2.1155 4.1486 -0.384
C -0.5534 1.4023 -4.7311 -0.103
C -3.1062 -2.5900 -4.8391 -0.465
C -0.9610 3.0019 -2.9326 -0.153
C -0.8149 3.6450 -1.6353 -0.581
C -0.8312 -4.3957 -3.1303 -1.050
C 3.8226 -2.2637 4.6565 -0.519
C -2.5607 -1.2783 3.3359 -0.163
C -1.0246 2.2929 -5.6911 -0.058
C -1.0994 -3.8562 -5.7561 -1.087
C 4.0006 -3.0704 3.3767 -0.535
C 5.0342 -0.9608 1.8313 -0.552
C 0.4125 2.8880 5.0884 -0.023
C -3.7414 -1.9888 3.1542 -0.050
C 2.5730 0.0435 5.6617 -0.439
C -1.2024 -3.0353 4.5807 -0.107
C -2.1734 5.0759 -3.6070 -0.045
C -4.2901 -0.6475 1.2563 -0.051
C -1.7042 -1.5904 4.5415 -0.203
C 2.3467 0.9801 -3.4489 -0.089
C -2.5814 -0.7710 -3.2326 -0.097
C -3.4807 -1.4941 -3.8984 -0.110
C 1.7390 3.0316 5.1481 -0.035
C 1.5549 -0.0881 -3.0315 -0.379
C -3.1254 0.0930 1.4096 -0.176
C -1.4199 4.8469 -1.3704 -0.202
C 4.7892 0.1323 0.8111 -0.672
C 3.5957 0.7528 -4.0046 -0.075
C -2.1405 -4.1985 -2.8772 -1.072
C -1.5814 3.8412 -3.9409 -0.160
C -3.3294 2.5956 1.2438 -0.079
C -1.0799 1.4064 3.6182 -0.174
C -1.5801 3.4616 -5.2966 -0.035
C -2.1454 5.5408 -2.3389 -0.084
C -0.7143 -1.7511 -4.4052 -0.114
H -0.1864 0.4433 -5.0674 0.098
H -4.3227 2.4753 1.6789 0.080
H 5.1037 -0.5426 2.8341 0.047
H -3.7906 -2.6424 -5.6860 0.109
H -1.6776 -1.9123 -6.2556 0.140
H -0.3338 3.4014 5.6741 0.112
H 5.6834 0.7552 0.7499 0.059
H 4.5777 -0.2944 -0.1616 0.044
H -2.2967 -1.3929 5.4399 0.121
H 3.2816 -3.8904 3.3476 0.069
H -2.0257 -3.7483 4.5445 0.063
H 5.0132 -3.4735 3.3235 0.079
H -3.9918 -2.7780 3.8519 0.109
H -4.5404 -1.3783 -3.7083 0.111
H -0.8427 -0.9257 4.5707 0.065
H 5.9561 -1.4966 1.5918 0.080
H 3.6597 -2.6228 -3.8403 0.105
H -1.2957 5.2890 -0.3919 0.077
H 2.3018 3.6887 5.7922 0.109
H 4.0369 1.6064 5.4393 0.120
H -4.9845 -0.3782 0.4689 0.110
H -3.3626 3.4248 0.5355 0.060
H 3.9596 -2.9393 5.5027 0.076
H -2.6183 6.4772 -2.0785 0.109
H 4.2064 1.5916 -4.3122 0.105
H 5.0244 -0.7175 -4.6291 0.101
H -2.0225 4.1343 -6.0208 0.115
H 3.1459 -0.2452 6.5423 0.078
H -0.6331 -3.2000 5.4951 0.061
H -5.5125 -2.2570 1.9769 0.100
H 0.3360 -1.8652 -4.6383 0.100
H -1.8444 1.3727 0.2685 0.022
H -2.0333 1.7199 4.0299 0.136
H 1.4991 -2.2164 -2.7320 0.052
H 1.6052 0.4280 5.9869 0.072
H -0.9817 2.0193 -6.7370 0.110
H -2.6452 5.6494 -4.3945 0.115
H -3.4890 1.2046 -0.3745 0.099
H -2.9051 -0.0076 -2.5376 0.095
H -2.6335 2.8538 2.0407 0.053
H 1.9916 1.9956 -3.3395 0.101
H 2.9939 2.6705 3.4226 0.089
H 4.5475 -1.4542 4.7375 0.064
H 3.8743 0.5822 4.0183 0.052
H -0.5396 -3.2298 3.7363 0.068
```


ORCA calculation (wB97M-V/def2-TZVPD) on a structure of composition C46H45Cl2CsN2OP2SSi.

Computed properties:
**Frontier orbital gap**: 6.2 eV
**Charge**: 0
**HOMO energy**: -6.081 eV

The geometry in XYZ format:
```
101
Properties=species:S:1:pos:R:3:lowdin_charge:R:1
Cs -0.9200 -1.3953 0.0822 1.009
Cl -3.2005 -2.6811 2.5914 0.504
Cl -1.1593 -4.8097 2.4241 0.524
S -0.1842 1.5212 1.4249 0.855
P 1.9526 -0.4317 2.8941 1.101
P -1.8413 1.7363 -1.4385 1.077
Si -2.0850 -3.7814 -2.9072 0.352
O -1.4395 0.7054 1.5054 -0.816
N -0.8296 -2.8237 -2.2803 -0.244
N 1.1658 -1.7099 -1.9853 0.000
C 0.8414 -2.8920 -4.0391 -0.041
C 4.5377 -0.8269 2.0569 -0.125
C 3.4065 -1.5370 5.1007 -0.102
C -1.5967 -5.5966 -3.2225 -0.178
C 3.9823 1.4822 2.4108 -0.081
C 0.2379 1.8460 3.1447 -0.372
C 1.0624 1.5791 -4.2286 -0.055
C -4.4887 2.5229 -0.9537 -0.093
C -5.3911 1.6663 -3.4288 -0.079
C -2.8417 -3.0853 -4.5112 -0.175
C -1.7655 4.4716 -0.8537 -0.081
C 2.3618 -1.3262 -2.4270 -0.399
C -0.0085 4.2760 1.2587 -0.089
C -2.7437 -4.3281 3.0499 -0.997
C 2.0748 -2.4928 -4.4741 -0.098
C 0.7512 2.5775 -5.1339 -0.078
C -1.4368 3.2016 -0.3767 -0.325
C 0.3532 -2.4912 -2.7534 -0.517
C -5.8382 2.5905 -1.2617 -0.084
C 5.2391 1.8507 1.9497 -0.080
C 0.8004 2.2165 5.8241 -0.057
C -3.4611 -3.7769 -1.5990 -0.192
C -0.3878 3.3539 -4.9566 -0.082
C 2.2461 -1.5312 4.3279 -0.386
C 3.5300 -2.4098 6.1712 -0.077
C 3.6240 0.1405 2.4782 -0.394
C -0.4902 2.7665 3.8887 -0.077
C 2.8773 -1.6836 -3.6620 -0.093
C 1.2042 1.0359 3.7403 -0.352
C 1.2182 -2.4178 4.6484 -0.098
C -4.0406 1.5954 -3.1250 -0.094
C -1.2131 3.1425 -3.8680 -0.098
C -0.3151 5.5198 0.7332 -0.063
C -6.2933 2.1651 -2.5006 -0.090
C 5.7933 -0.4576 1.6080 -0.079
C -0.6069 3.1301 0.7494 -0.356
C 2.4984 -3.2804 6.4853 -0.083
C 1.4795 1.2592 5.0918 -0.066
C 1.3406 -3.2834 5.7233 -0.078
C 0.2346 1.3617 -3.1339 -0.081
C -0.9021 2.1473 -2.9403 -0.365
C 6.1481 0.8848 1.5526 -0.084
C -0.2100 2.9592 5.2303 -0.057
C 3.1583 -0.4632 -1.4816 -0.035
C -1.2310 5.6231 -0.3017 -0.057
C -3.5737 2.0328 -1.8862 -0.381
H -1.2834 3.3277 3.4121 0.120
H 0.4538 0.5529 -2.4458 0.065
H -3.7920 -2.7592 -1.3727 0.015
H -1.4980 6.5930 -0.6992 0.109
H -5.7381 1.3244 -4.3955 0.105
H 2.5997 -3.9619 7.3199 0.103
H 1.3872 2.7478 -5.9933 0.103
H 3.4429 -1.0363 -0.5964 0.064
H 3.8598 -1.3549 -3.9729 0.093
H 0.3199 -2.4420 4.0414 0.084
H 4.0652 -0.0771 -1.9464 0.074
H -0.7771 3.6775 5.8065 0.110
H 4.2653 -1.8760 2.0732 0.113
H 1.9276 0.9433 -4.3677 0.100
H 6.4914 -1.2201 1.2875 0.107
H 0.5357 -3.9691 5.9534 0.103
H -2.7096 -4.3792 4.1320 0.024
H -4.3462 -4.3355 -1.9079 0.023
H -2.4744 -6.1831 -3.5076 0.019
H -7.3470 2.2168 -2.7413 0.101
H 0.2201 -3.5130 -4.6706 0.081
H 4.2160 -0.8595 4.8647 0.107
H 2.2259 0.6520 5.5845 0.100
H 0.6895 4.2057 2.0805 0.107
H -3.1122 -4.2130 -0.6584 0.006
H -3.7247 -3.6640 -4.7967 0.020
H 0.1531 6.4048 1.1428 0.109
H 7.1267 1.1724 1.1917 0.103
H -2.1499 -3.1040 -5.3532 0.014
H 1.0407 2.3598 6.8695 0.110
H -2.4422 4.5443 -1.6946 0.102
H 2.5562 0.3814 -1.1365 0.067
H -3.4827 -5.0091 2.6436 0.028
H -3.1611 -2.0517 -4.3665 0.012
H -6.5338 2.9754 -0.5268 0.103
H -0.6348 4.1217 -5.6787 0.102
H -0.8589 -5.7020 -4.0180 0.013
H -3.3483 1.1946 -3.8553 0.108
H -1.1776 -6.0492 -2.3224 0.020
H 5.5011 2.8998 1.9026 0.103
H 4.4374 -2.4080 6.7614 0.105
H -2.1131 3.7324 -3.7486 0.100
H -4.1436 2.8499 0.0197 0.106
H 3.2850 2.2501 2.7224 0.098
H 2.4239 -2.8087 -5.4518 0.099
```


ORCA calculation (wB97M-V/def2-TZVPD) on a cluster of 3 separate species, C46H45F3O10S2 in total.

Computed properties:
**SMILES**: CCCCCCCC[C@@]1(S)C(=O)O[C@@H](CCCCOC=O)[C@H]1S(=O)(=O)C(F)(F)F.O=C1c2ccccc2C(=O)c2ccccc21.O=C1c2ccccc2C(=O)c2ccccc21
**Frontier orbital gap**: 8.7 eV
**Charge**: 0
**HOMO energy**: -9.669 eV

The geometry in XYZ format:
```
106
Properties=species:S:1:pos:R:3:lowdin_charge:R:1
S 4.5383 -2.0435 4.0638 0.867
S 3.0296 2.0463 4.4564 0.831
F 6.8382 -0.9644 4.8005 0.041
F 6.2682 -0.4459 2.6218 0.089
F 7.1066 -2.5499 3.2317 0.090
O -1.9085 -4.9800 -4.1809 0.093
O -4.9065 -0.4249 -11.6216 0.102
O 3.8115 -2.6999 2.9255 -0.310
O 4.7836 -3.1325 5.0941 -0.317
O -3.3713 1.0042 -6.7160 0.101
O 4.1199 2.3998 9.1288 -0.070
O 0.1173 -0.1271 4.0439 0.121
O 3.8440 3.7128 7.2561 0.002
O -0.9327 -0.7890 -1.0271 0.098
O 1.5475 -1.2696 5.4289 -0.004
C 1.0143 -2.7871 -1.1267 0.008
C 5.0743 1.3769 9.5975 -0.177
C 6.2752 -1.4607 3.5837 -0.444
C -2.1946 4.1388 4.5289 -0.257
C -3.9976 -2.4534 -9.9294 0.003
C 2.9736 0.4315 2.2668 -0.201
C -4.0443 -1.1117 -9.5487 -0.085
C -4.6151 -0.9537 -3.0031 -0.049
C 1.9331 -3.8270 -1.2051 -0.050
C -2.3005 3.1913 5.8459 -0.136
C -0.1478 2.7226 1.2791 -0.194
C -4.5348 1.3290 -10.1067 -0.085
C 1.4220 2.3580 1.2144 -0.189
C 1.6614 -4.9401 -1.9976 -0.055
C -4.9254 2.3037 -11.0248 0.002
C -3.8907 -3.0183 -4.0163 -0.013
C 4.6099 3.0421 7.9713 -0.287
C -4.1595 1.7002 -8.8153 -0.084
C -3.0767 -3.0320 -7.7773 -0.052
C -0.1815 -2.8572 -1.8424 -0.080
C 1.2948 -0.3296 4.3533 -0.320
C -3.6242 -0.7346 -8.2729 -0.082
C -4.9521 3.6417 -10.6492 -0.058
C 0.4771 -5.0067 -2.7233 0.003
C -4.6007 4.0097 -9.3524 -0.058
C -2.6937 -2.9481 -3.3036 -0.086
C 3.6983 -0.5549 4.7679 -0.286
C 3.3375 -1.4622 7.3573 -0.116
C -3.1351 -1.6977 -7.3899 0.003
C -0.4788 3.7235 2.5018 -0.211
C 2.6755 0.2886 3.8374 -0.496
C -3.4161 -0.8716 -2.3044 0.009
C -3.6956 0.6811 -7.8455 -0.280
C -4.8482 -2.0220 -3.8661 -0.056
C 2.7673 -0.7304 6.0611 -0.263
C -4.2043 3.0423 -8.4364 0.002
C -1.6974 -4.0358 -3.4385 -0.280
C 4.3754 -0.0597 9.3660 -0.154
C -1.8709 3.3032 3.1907 -0.227
C -2.4500 -1.8657 -2.4578 -0.081
C 4.6084 -0.6248 7.8655 -0.166
C -4.5268 -0.0955 -10.5111 -0.280
C -0.4455 -3.9624 -2.6515 -0.085
C -3.5148 -3.4105 -9.0444 -0.053
C -1.1688 -1.7606 -1.7235 -0.277
C 1.6984 0.7596 1.3560 -0.171
H 0.2732 -5.8753 -3.3410 0.121
H 5.2091 1.5979 10.7186 0.136
H 2.3416 0.2440 6.5088 0.165
H -5.2493 4.3990 -11.3672 0.107
H -3.9265 3.3354 -7.4295 0.121
H 4.3458 2.2682 4.0193 -0.051
H 0.7582 0.1738 1.6172 0.104
H -5.2051 2.0224 -12.0348 0.121
H 2.3750 -5.7558 -2.0508 0.108
H 5.6981 2.9559 7.6099 0.162
H -4.6306 5.0534 -9.0574 0.107
H -1.4539 4.9859 4.7269 0.101
H -2.7264 3.4164 2.4293 0.114
H -5.3682 -0.1830 -2.8769 0.109
H 3.5142 -2.5774 7.2447 0.118
H 2.8607 -3.7725 -0.6445 0.108
H 4.7711 0.3164 7.2151 0.099
H -3.4757 -4.4528 -9.3437 0.109
H -1.8213 2.2025 3.5036 0.098
H 5.5945 -1.2123 7.7754 0.130
H -4.0809 -3.8506 -4.6860 0.117
H -1.5013 2.3729 5.7305 0.065
H 0.3573 3.6496 3.2864 0.095
H 1.9799 0.4277 0.2875 0.111
H -3.3389 2.7050 5.9356 0.075
H -0.5667 4.8203 2.1579 0.116
H -2.7948 -1.4109 -6.3999 0.115
H 2.5334 -1.3499 8.1755 0.124
H -3.2434 4.6061 4.4235 0.098
H 4.5481 0.1558 5.0254 0.089
H 4.7070 -0.8018 10.1631 0.117
H -4.3330 -2.7535 -10.9167 0.121
H 2.0497 2.9723 1.9414 0.070
H 3.6871 1.3275 2.1523 0.090
H 1.2292 -1.9248 -0.5039 0.106
H -0.4526 3.2780 0.3163 0.111
H -3.2379 -0.0344 -1.6376 0.122
H -5.7805 -2.0805 -4.4182 0.110
H -0.8122 1.8088 1.4026 0.102
H 3.2525 0.1227 9.5494 0.121
H -2.6909 -3.7787 -7.0900 0.105
H 1.7670 2.6839 0.1629 0.108
H 6.0583 1.4066 9.0288 0.119
H 3.5129 -0.4517 1.7925 0.100
H -2.1244 3.7915 6.8110 0.070
```


ORCA calculation (wB97M-V/def2-TZVPD) on a structure of composition C46H45N7O3S2Ti.

Computed properties:
**Frontier orbital gap (alpha / beta)**: 6.5 / 6.8 eV
**Charge**: -1
**HOMO energy (alpha / beta)**: -4.213 / -4.527 eV
**2S+1**: 2

The geometry in XYZ format:
```
104
Properties=species:S:1:pos:R:3:lowdin_spin:R:1
Ti -0.2214 0.2181 0.3753 0.922
S 3.6373 -3.6900 -3.5897 0.000
S 3.7197 -2.1837 0.2133 0.000
O 3.4936 -5.1177 -3.7274 0.000
O -0.1032 -1.8216 0.3452 0.022
O 3.1663 -2.8837 -4.6892 0.000
N -0.2226 -3.0973 0.5133 0.001
N -0.4160 2.3211 0.4469 0.000
N -1.9002 -0.1847 -1.0960 0.001
N 1.2791 0.1508 1.8398 0.001
N 3.0294 -3.1752 -2.1692 0.000
N -2.1158 0.2692 1.3857 0.004
N 0.8314 0.9656 -1.3237 -0.004
C -5.3647 -1.5580 1.3455 0.000
C -5.6389 -2.3484 0.2513 0.000
C -0.7317 -1.5216 -2.8404 0.001
C 1.5877 4.1477 -3.0752 0.002
C -4.8354 -2.4535 -0.8901 0.000
C 0.2037 -1.4730 3.2946 0.001
C 0.6649 -3.9130 -0.0827 0.001
C 5.3497 -2.7572 -1.9585 0.000
C 1.3539 -0.8121 2.8342 0.000
C -0.5908 4.3031 -0.8999 0.006
C 1.6279 2.8908 -2.5180 0.003
C 6.4637 -3.4200 -4.0039 0.000
C -3.1041 -0.4491 0.8914 0.002
C -0.0931 3.0092 -0.6287 0.002
C 0.5443 -5.2805 0.0639 0.000
C 3.9740 -2.7290 -1.3475 0.000
C 7.7036 -2.4626 -2.1622 0.000
C 5.3270 -3.2834 -3.2334 0.000
C -1.6522 -0.3356 -2.5219 0.002
C -0.2750 5.2288 -1.8837 0.002
C 3.1071 1.4160 0.8163 0.001
C -1.2408 -3.5823 1.2539 0.001
C 2.2476 1.1786 1.8880 0.000
C 1.2251 -0.0438 -3.6135 0.000
C 6.5467 -2.3375 -1.4036 0.000
C 2.3516 2.0145 3.0061 0.001
C 1.6836 0.0975 -2.1489 0.002
C -3.6780 -1.8026 -1.2315 -0.001
C 2.5801 -1.1970 3.4099 0.001
C -2.8923 -0.8200 -0.5418 0.001
C 2.6447 -2.1987 4.3616 0.000
C -0.4842 -5.8093 0.8233 0.001
C -1.2572 2.1005 2.7549 0.003
C 3.2439 3.0744 3.0270 0.000
C -4.2711 -0.7417 1.6262 0.000
C 3.9924 2.4846 0.8322 0.000
C 0.2786 -2.4831 4.2416 0.000
C 4.0621 3.3276 1.9323 0.001
C -1.1478 2.9838 1.5147 0.002
C 0.3158 -1.2431 -3.9093 0.000
C -1.3870 -4.9396 1.4206 0.000
C -2.3191 1.0161 2.6129 0.003
C 0.7901 2.2546 -1.5595 0.006
C 7.6652 -2.9990 -3.4479 0.000
C 0.7052 5.2019 -2.8558 0.005
C 1.4973 -2.8605 4.7880 0.002
H -3.3040 1.5023 2.5824 0.000
H 0.7387 0.8871 -3.9142 0.000
H -0.2200 -1.8021 -1.9194 0.001
H 3.2980 3.7111 3.9027 0.000
H -6.5444 -2.9418 0.2772 0.000
H -0.2848 1.6534 2.9617 0.001
H 1.4398 -3.4243 -0.6608 0.000
H -1.8988 -2.8323 1.6664 0.000
H 6.5516 -1.9260 -0.4025 0.000
H -4.3075 -0.2892 2.6076 0.000
H -5.1872 -3.1574 -1.6391 0.000
H 4.6447 2.6473 -0.0180 0.000
H -0.1635 -1.0845 -4.8820 0.000
H 8.5811 -3.0870 -4.0188 0.000
H -0.6343 -2.9719 4.5663 0.000
H -3.2814 -2.0846 -2.1965 0.000
H -2.3155 0.3707 3.5026 0.000
H -0.5895 -6.8787 0.9436 0.000
H 2.3531 4.3273 -3.8245 0.000
H 0.8130 6.0806 -3.4795 0.000
H 3.4892 -0.7187 3.0679 0.000
H 1.2705 -5.9057 -0.4357 0.000
H 1.5531 -3.6475 5.5292 0.000
H 2.4105 2.2571 -2.9118 0.000
H 0.9378 -2.1303 -4.0170 0.000
H 6.4174 -3.8370 -5.0015 0.000
H -2.5930 -0.4073 -3.0791 0.000
H -0.7605 -1.1780 2.8974 0.000
H 3.6110 -2.4807 4.7635 0.000
H 2.7134 0.4697 -2.1251 0.000
H -1.1755 0.5882 -2.8463 0.000
H -2.2132 -5.3016 2.0155 0.000
H -1.5219 2.7239 3.6139 0.000
H 1.7219 1.8169 3.8662 0.000
H 8.6516 -2.1399 -1.7500 0.000
H 1.7291 -0.8824 -1.6695 0.001
H -6.1026 -1.5940 2.1421 0.000
H 4.7529 4.1614 1.9443 0.000
H -2.1606 3.2650 1.1869 0.000
H -1.3626 4.6348 -0.2185 0.000
H -1.3200 -2.3978 -3.1299 0.000
H 3.0949 0.7208 -0.0098 0.000
H 2.1107 -0.1397 -4.2471 0.000
H -0.6307 3.9142 1.7791 0.000
H -0.8739 6.1343 -1.8502 0.000
```